<1>
# C5H14N2O

A 2-piece molecular cluster, C5H14N2O overall (wB97M-V/def2-TZVPD, the Open Molecules 2025 dataset).

Summary:
structure (SMILES)	C[C@@H](N)CO.[H]/N=C\C
HOMO-LUMO gap	9.6	eV

Structure (ORCA input):
```
! RIJCOSX wB97M-V def2-TZVPD def2/J DEFGRID3
* xyz 0 1
C 0.00 -0.13 1.35
C 1.30 0.59 0.57
C 0.32 -1.51 1.88
N -0.47 0.75 2.38
O 0.99 1.93 0.29
H 0.29 1.96 -0.39
H -0.77 -0.18 0.57
H -0.57 1.68 2.00
H 0.18 0.78 3.16
H 1.88 0.07 -0.21
H 2.06 0.63 1.37
H 0.62 -2.17 1.07
H -0.57 -1.93 2.36
H 1.12 -1.47 2.62
C -0.91 -0.87 -2.78
C -0.46 0.22 -1.86
N -0.83 1.43 -1.81
H -1.51 1.70 -2.52
H 0.36 -0.03 -1.06
H -1.43 -1.63 -2.21
H -1.58 -0.50 -3.56
H -0.04 -1.33 -3.24
*
```

***

<2>
# C5H14N2O

A 3-piece molecular cluster, C5H14N2O overall (wB97M-V/def2-TZVPD, the Open Molecules 2025 dataset).

Summary:
HOMO-LUMO gap	7.0	eV

Structure (ORCA input):
```
! RIJCOSX wB97M-V def2-TZVPD def2/J DEFGRID3
* xyz 0 1
C 2.04 -0.40 0.69
C -0.05 0.58 -0.64
C -0.07 -0.17 0.54
C -2.20 0.17 -0.39
C -2.98 0.03 0.90
N 3.06 0.51 0.25
N 0.43 0.09 -1.82
O 2.16 -1.60 -0.07
H 3.10 -1.71 -0.26
H 2.17 -0.61 1.76
H -0.04 1.67 -0.55
H 2.79 0.98 -0.62
H 3.24 1.23 0.94
H 0.77 -0.87 -1.79
H 0.46 0.70 -2.62
H -0.20 -1.25 0.49
H -0.33 0.34 1.46
H -2.49 1.05 -0.96
H -2.28 -0.70 -1.04
H -2.80 0.87 1.57
H -4.07 -0.02 0.73
H -2.71 -0.89 1.43
*
```

***

Energy above the most stable structure, in kJ/mol: <1> 0.0; <2> 311.6

***

<1>
# C5H14N2O

An isolated molecule of C5H14N2O (wB97M-V/def2-TZVPD, the Open Molecules 2025 dataset).

Summary:
structure (SMILES)	CN[C@H](CN)CCO
HOMO-LUMO gap	9.3	eV

Structure (ORCA input):
```
! RIJCOSX wB97M-V def2-TZVPD def2/J DEFGRID3
* xyz 0 1
C -1.42 -0.77 -2.02
N -1.40 -0.52 -0.58
C -0.08 -0.09 -0.06
C -0.15 0.87 1.15
C 0.21 2.28 0.88
O 0.60 2.91 2.11
C 0.90 -1.30 0.43
N 1.21 -1.91 -0.87
H -0.54 -0.25 -2.50
H -2.35 -0.47 -2.46
H -1.16 -1.84 -2.19
H -1.62 -1.39 -0.09
H 0.53 0.41 -0.85
H 0.37 0.47 2.05
H -1.15 0.78 1.57
H 1.21 2.35 0.40
H -0.38 2.96 0.24
H 0.02 3.31 2.75
H 1.81 -0.96 0.89
H 0.29 -1.88 1.13
H 2.20 -2.05 -1.07
H 0.88 -2.90 -0.90
*
```

***

<2>
# C5H14N2O

C5H14N2O as an isolated structure (wB97M-V/def2-TZVPD, the Open Molecules 2025 dataset).

Summary:
HOMO-LUMO gap	8.7	eV

Structure (ORCA input):
```
! RIJCOSX wB97M-V def2-TZVPD def2/J DEFGRID3
* xyz 0 1
C 0.83 0.47 0.51
C -0.96 1.12 0.56
C 0.48 -0.65 -0.35
C -1.77 1.26 -0.71
C -0.37 -1.78 0.17
N 1.70 1.46 0.03
N 2.22 -1.30 -0.40
O -1.63 0.49 1.62
H -2.57 0.34 1.44
H 1.02 0.21 1.55
H -0.67 2.10 0.93
H 0.30 -0.40 -1.39
H 1.86 1.40 -0.97
H 2.61 1.41 0.49
H 2.25 -2.18 0.12
H 2.40 -1.57 -1.37
H -1.17 1.71 -1.51
H -2.17 0.30 -1.05
H -2.64 1.90 -0.53
H -1.43 -1.62 -0.02
H -0.10 -2.71 -0.35
H -0.20 -1.96 1.23
*
```

***

<3>
# C5H14N2O

An isolated molecule of C5H14N2O (wB97M-V/def2-TZVPD, the Open Molecules 2025 dataset).

Summary:
structure (SMILES)	CC[C@@](C)(N)N(C)O
HOMO-LUMO gap	9.5	eV

Structure (ORCA input):
```
! RIJCOSX wB97M-V def2-TZVPD def2/J DEFGRID3
* xyz 0 1
C -0.01 0.02 -0.21
C 0.96 -0.85 0.88
C 0.20 1.52 -0.03
C -2.44 0.02 -0.90
C 2.43 -0.54 0.74
N -1.32 -0.44 0.16
N 0.27 -0.44 -1.54
O -1.68 0.10 1.43
H -2.06 -0.65 1.91
H 0.17 0.29 -2.24
H 1.06 -1.06 -1.63
H 0.60 -0.59 1.88
H 0.75 -1.90 0.68
H 0.16 1.77 1.03
H 1.17 1.82 -0.43
H -0.58 2.08 -0.54
H -2.14 -0.23 -1.91
H -3.32 -0.58 -0.65
H -2.66 1.08 -0.80
H 3.01 -1.18 1.41
H 2.65 0.49 1.01
H 2.79 -0.72 -0.27
*
```

***

Energy above the most stable structure, in kJ/mol: <1> 0.0; <2> 67.5; <3> 10.1

***

<1>
# C5H14N2O

A 2-piece molecular cluster, C5H14N2O overall (wB97M-V/def2-TZVPD, the Open Molecules 2025 dataset).

Summary:
HOMO-LUMO gap	4.4	eV

Structure (ORCA input):
```
! RIJCOSX wB97M-V def2-TZVPD def2/J DEFGRID3
* xyz 0 1
C 0.20 0.96 1.81
N -0.19 0.95 0.40
C -1.19 -0.06 -0.01
C -1.39 -0.03 -1.51
C -0.03 0.04 -2.23
O 0.92 -0.83 -1.74
C 0.65 -0.43 2.18
N 1.26 -0.94 0.98
H 1.00 1.68 1.96
H -0.61 1.23 2.47
H -0.75 1.86 0.29
H -0.88 -1.05 0.34
H -2.15 0.10 0.53
H -1.88 -0.90 -1.96
H -2.00 0.86 -1.75
H -0.14 -0.04 -3.30
H 0.31 1.08 -2.07
H 1.37 -0.35 3.00
H -0.22 -1.05 2.45
H 1.09 -0.75 -0.83
H 2.12 -1.42 1.22
H -1.80 2.65 0.40
*
```

***

<2>
# C5H14N2O

A 2-piece molecular cluster, C5H14N2O overall (wB97M-V/def2-TZVPD, the Open Molecules 2025 dataset).

Summary:
structure (SMILES)	N/C=C/CCCN.O
HOMO-LUMO gap	8.7	eV

Structure (ORCA input):
```
! RIJCOSX wB97M-V def2-TZVPD def2/J DEFGRID3
* xyz 0 1
C 1.63 0.32 -0.57
C 0.58 -0.78 -0.65
C -0.62 -0.32 -1.62
N -1.60 2.89 0.41
C -1.00 1.87 -0.36
C -1.38 0.63 -0.68
N 1.82 0.82 0.77
H 1.24 1.27 -1.19
H 2.57 0.07 -1.07
H -0.04 -0.95 0.23
H 0.92 -1.83 -0.82
H -0.30 -0.01 -2.61
H -1.37 -1.07 -1.98
H -2.32 2.64 1.05
H -1.12 3.68 0.75
H -0.29 2.56 -0.89
H -2.32 0.25 -0.33
H 1.06 1.18 1.29
H 2.27 0.17 1.38
H -0.65 -4.31 2.15
H 0.84 -4.38 2.11
O 0.08 -4.70 2.64
*
```

***

<3>
# C5H14N2O

A 2-piece molecular cluster, C5H14N2O overall (wB97M-V/def2-TZVPD, the Open Molecules 2025 dataset).

Summary:
structure (SMILES)	C=NCC[C@@H](C)N.O
HOMO-LUMO gap	9.9	eV

Structure (ORCA input):
```
! RIJCOSX wB97M-V def2-TZVPD def2/J DEFGRID3
* xyz 0 1
C -1.80 0.91 -1.37
C -0.63 0.56 -0.47
C -0.92 -0.70 0.37
C -0.35 -2.07 -0.18
C 1.90 -1.39 -0.18
N 0.99 -2.03 -0.76
N -0.20 1.63 0.43
H -2.79 0.98 -0.90
H -1.95 0.13 -2.12
H -1.67 1.86 -1.90
H 0.22 0.33 -1.12
H -0.68 -0.56 1.42
H -2.00 -0.88 0.29
H -0.25 -2.64 0.74
H -1.02 -2.48 -0.93
H 1.74 -0.74 0.69
H 2.96 -1.52 -0.37
H -0.96 2.10 0.92
H 0.21 2.41 -0.11
H 2.29 0.78 2.35
H 2.22 2.08 1.60
O 2.70 1.24 1.61
*
```

***

Energy above the most stable structure, in kJ/mol: <1> 654.4; <2> 93.1; <3> 0.0

***

<1>
# C5H14N2O

A 2-piece molecular cluster, C5H14N2O overall (wB97M-V/def2-TZVPD, the Open Molecules 2025 dataset).

Summary:
structure (SMILES)	NC[C@@H]1CCCN1.O
HOMO-LUMO gap	9.3	eV

Structure (ORCA input):
```
! RIJCOSX wB97M-V def2-TZVPD def2/J DEFGRID3
* xyz 0 1
N 1.38 1.10 -0.96
C 0.01 1.28 -1.52
C -0.86 1.64 -0.27
C -0.34 0.57 0.72
C 1.24 0.36 0.28
C 1.47 -1.14 -0.10
N 1.40 -1.83 1.24
H 1.76 1.99 -0.90
H 0.07 2.12 -2.34
H -0.39 0.35 -1.99
H -1.95 1.44 -0.55
H -0.71 2.61 0.03
H -0.51 0.87 1.80
H -0.80 -0.41 0.59
H 1.89 0.70 1.13
H 0.83 -1.65 -0.85
H 2.46 -1.22 -0.57
H 2.25 -2.33 1.40
H 0.57 -2.38 1.31
H -3.66 -1.01 1.09
H -3.16 -1.52 -0.20
O -2.97 -1.52 0.68
*
```

***

<2>
# C5H14N2O

A 2-piece molecular cluster, C5H14N2O overall (wB97M-V/def2-TZVPD, the Open Molecules 2025 dataset).

Summary:
structure (SMILES)	CCC/C(N)=C/N.O
HOMO-LUMO gap	8.5	eV

Structure (ORCA input):
```
! RIJCOSX wB97M-V def2-TZVPD def2/J DEFGRID3
* xyz 0 1
C -2.00 -0.72 0.92
C -0.80 -0.91 1.82
C 0.47 -1.27 0.97
C 0.96 -0.16 0.09
C 0.94 1.15 0.33
N 1.48 2.05 -0.59
N 1.57 -0.65 -1.16
H -2.92 -0.52 1.46
H -2.24 -1.67 0.45
H -1.84 0.10 0.24
H -0.86 -1.74 2.54
H -0.65 -0.01 2.44
H 1.25 -1.50 1.71
H 0.02 -2.02 0.33
H 0.63 1.49 1.31
H 1.46 1.75 -1.55
H 1.34 3.02 -0.33
H 2.57 -0.64 -0.99
H 1.26 -1.60 -1.29
H -0.84 1.84 -2.39
H -0.52 0.74 -3.27
O -1.28 1.28 -3.05
*
```

***

<3>
# C5H14N2O

C5H14N2O as an isolated structure (wB97M-V/def2-TZVPD, the Open Molecules 2025 dataset).

Summary:
HOMO-LUMO gap	7.8	eV

Structure (ORCA input):
```
! RIJCOSX wB97M-V def2-TZVPD def2/J DEFGRID3
* xyz 0 1
C 0.50 0.74 -0.57
C -0.80 -0.65 1.16
C 0.75 0.50 0.81
C 0.62 -0.34 -1.60
C -2.12 -0.34 0.50
N 2.22 1.70 -0.62
N -0.37 -2.00 0.97
O -0.40 1.73 -0.83
H -0.32 1.95 -1.77
H -0.85 -0.40 2.22
H 2.18 2.52 -0.01
H 3.03 1.15 -0.32
H -0.95 -2.57 0.36
H -0.23 -2.50 1.83
H 0.60 1.34 1.48
H 1.54 -0.20 1.04
H 1.39 -0.05 -2.32
H -0.31 -0.48 -2.15
H 0.92 -1.29 -1.16
H -2.36 0.72 0.58
H -2.11 -0.61 -0.56
H -2.94 -0.91 0.96
*
```

***

<4>
# C5H14N2O

An isolated molecule of C5H14N2O (wB97M-V/def2-TZVPD, the Open Molecules 2025 dataset).

Summary:
structure (SMILES)	CN[C@H](CN)CCO
HOMO-LUMO gap	9.3	eV

Structure (ORCA input):
```
! RIJCOSX wB97M-V def2-TZVPD def2/J DEFGRID3
* xyz 0 1
C -0.80 -0.18 2.17
N -0.81 -0.65 0.79
C -0.06 0.31 -0.16
C 0.66 -0.62 -1.12
C 1.74 -1.39 -0.29
O 2.88 -1.46 -1.18
C -1.07 1.16 -0.97
N -1.28 2.50 -0.50
H -1.61 0.49 2.50
H 0.16 0.28 2.36
H -0.95 -1.06 2.85
H -1.76 -0.86 0.50
H 0.43 0.93 0.58
H 1.11 -0.15 -2.00
H -0.03 -1.33 -1.63
H 2.10 -0.85 0.58
H 1.37 -2.39 -0.12
H 3.28 -2.31 -1.31
H -0.76 1.18 -2.01
H -1.99 0.55 -0.95
H -0.51 3.01 -0.09
H -2.09 2.82 0.00
*
```

***

Energy above the most stable structure, in kJ/mol: <1> 48.4; <2> 0.0; <3> 227.2; <4> 84.1